This record from the Open Molecules 2025 dataset describes a 2-piece molecular cluster, C5H12NOS overall in a non-equilibrium geometry. The level of theory is ωB97M-V/def2-TZVPD.

Last column: Mulliken spin population.
Geometry (Å):
1 C -1.444 -0.320 0.652  0.08
2 C -2.381 -0.324 -0.516  0.03
3 S -5.270 1.070 -0.512  0.00
4 C -0.127 -1.112 0.512  -0.03
5 N 0.839 -0.396 -0.308  0.88
6 C 1.583 0.591 0.398  -0.03
7 C 2.776 0.981 -0.502  0.02
8 O 3.636 -0.120 -0.708  0.00
9 H -1.929 -0.800 1.506  -0.01
10 H -1.244 0.668 1.071  0.00
11 H -2.857 -1.252 -0.852  -0.01
12 H -3.296 0.258 -0.276  -0.01
13 H -1.981 0.103 -1.435  0.00
14 H 0.329 -1.261 1.497  0.00
15 H -0.319 -2.094 0.082  0.01
16 H 3.029 -0.826 -0.983  0.00
17 H 1.941 0.186 1.350  0.02
18 H 0.972 1.502 0.482  0.05
19 H 3.373 1.763 -0.029  0.00
20 H 2.368 1.385 -1.430  0.00

Results
LUMO (spin up / spin down) = -2.75 / -2.76 eV
⟨S²⟩ = 1.73
2S+1 = 2
calculated total energy = -19747.1469 eV
net charge = 0
E_HOMO (spin up / spin down) = -9.55 / -9.71 eV
energy above the lowest of the compared OMol25 structures with the same formula, charge and spin = 332.67 kJ/mol

***

This record from the Open Molecules 2025 dataset describes C5H12NP as an isolated structure in a non-equilibrium geometry. The level of theory is ωB97M-V/def2-TZVPD.

Last column: Mulliken charge in e.
Geometry (Å):
1 C 0.416 0.212 -0.781  -0.15
2 C 0.113 -0.137 0.660  0.76
3 C 1.678 -0.337 -1.435  -1.50
4 C -0.421 0.961 1.534  -1.60
5 C 0.464 -1.376 1.300  -1.39
6 N -2.304 0.762 -1.120  -0.46
7 P -1.306 -0.595 -1.124  -0.06
8 H 0.301 1.246 -1.038  0.52
9 H 1.606 0.004 -2.377  0.50
10 H 1.721 -1.361 -1.469  0.39
11 H 2.676 0.005 -0.987  0.28
12 H -1.318 0.793 2.135  0.31
13 H -0.494 1.823 1.060  0.51
14 H 0.463 1.139 2.189  0.38
15 H -0.145 -1.692 2.084  0.41
16 H 1.462 -1.350 1.749  0.30
17 H 0.570 -1.974 0.439  0.36
18 H -3.220 0.574 -0.912  0.20
19 H -2.263 1.302 -1.907  0.23

Results
LUMO = 1.08 eV
calculated total energy = -16156.1484 eV
net charge = 0
E_HOMO = -7.01 eV
energy above the lowest of the compared OMol25 structures with the same formula, charge and spin = 181.65 kJ/mol

***

This record from the Open Molecules 2025 dataset describes an isolated ion of composition C5H12NS and charge -1 in a non-equilibrium geometry. The level of theory is ωB97M-V/def2-TZVPD.

Last column: Mulliken charge in e.
Geometry (Å):
1 C 1.712 -2.111 -1.328  -0.96
2 C 1.761 -2.324 0.253  -0.57
3 N 1.529 -1.157 1.124  -0.31
4 C 0.218 -0.464 1.140  -0.73
5 C -0.043 0.530 -0.026  -0.03
6 C -1.528 0.907 -0.191  -0.85
7 S -2.011 2.669 -0.175  -0.66
8 H 2.110 -1.113 -1.548  0.26
9 H 0.684 -2.188 -1.668  0.26
10 H 2.235 -2.886 -1.907  0.35
11 H 0.858 -2.921 0.371  0.27
12 H 2.654 -2.810 0.626  0.40
13 H 2.401 -0.637 1.110  0.22
14 H 0.038 -0.312 2.190  0.34
15 H -0.523 -1.229 0.748  0.25
16 H 0.156 0.036 -0.968  -0.06
17 H 0.578 1.429 -0.015  0.38
18 H -2.016 0.369 -1.013  0.27
19 H -1.960 0.373 0.686  0.17

Results
LUMO = 3.40 eV
calculated total energy = -17704.3418 eV
net charge = -1
E_HOMO = -2.19 eV
energy above the lowest of the compared OMol25 structures with the same formula, charge and spin = 139.80 kJ/mol

***

This record from the Open Molecules 2025 dataset describes an isolated ion of composition C5H12NS and charge -1 in a non-equilibrium geometry. The level of theory is ωB97M-V/def2-TZVPD.

Last column: Mulliken charge in e.
Geometry (Å):
1 C -2.794 -0.284 -0.208  -1.16
2 C -1.275 -0.587 -0.230  -0.32
3 N -0.416 0.474 0.130  -0.37
4 C 0.945 0.214 -0.180  0.40
5 C 1.357 -0.925 0.736  -1.37
6 C 2.006 1.401 0.045  -0.89
7 S 3.748 1.119 -0.514  -0.65
8 H -3.367 -0.300 0.770  0.26
9 H -3.430 -0.889 -0.877  0.32
10 H -2.851 0.732 -0.574  0.30
11 H -1.158 -1.644 0.017  0.30
12 H -1.173 -0.800 -1.308  0.28
13 H -0.735 1.371 -0.210  0.27
14 H 1.095 -0.060 -1.288  0.11
15 H 0.912 -0.723 1.745  0.35
16 H 1.100 -2.015 0.485  0.28
17 H 2.432 -0.832 0.830  0.40
18 H 2.142 1.464 1.110  0.26
19 H 1.464 2.285 -0.479  0.22

Results
LUMO = 3.43 eV
calculated total energy = -17704.4356 eV
net charge = -1
E_HOMO = -2.40 eV
energy above the lowest of the compared OMol25 structures with the same formula, charge and spin = 130.75 kJ/mol

***

This record from the Open Molecules 2025 dataset describes a 2-piece molecular cluster, C5H12NS2 overall in a non-equilibrium geometry. The level of theory is ωB97M-V/def2-TZVPD.

Last column: Mulliken charge in e.
Geometry (Å):
1 C 0.020 -0.091 -0.189  0.31
2 C 1.330 0.259 0.036  0.02
3 C -1.425 1.341 0.383  -1.05
4 C 1.501 1.798 0.026  -1.48
5 C -1.347 -2.055 -0.724  -0.97
6 N -0.626 -1.356 0.339  -0.08
7 S 0.847 -0.146 -1.760  -0.08
8 S 2.440 -0.770 1.029  -0.22
9 H -2.146 1.657 -0.317  0.35
10 H -0.819 2.261 0.646  0.30
11 H -1.945 0.996 1.271  0.43
12 H 1.244 2.274 0.975  0.33
13 H 0.808 2.243 -0.699  0.48
14 H 2.476 2.070 -0.315  0.39
15 H -1.794 -2.921 -0.325  0.43
16 H -2.136 -1.453 -1.187  0.33
17 H -0.612 -2.531 -1.451  0.40
18 H 0.075 -1.998 0.851  0.47
19 H -1.338 -1.079 1.160  0.44
20 H 3.448 -0.499 0.252  0.20

Results
LUMO = -3.66 eV
calculated total energy = -28529.9529 eV
net charge = +1
E_HOMO = -13.06 eV
energy above the lowest of the compared OMol25 structures with the same formula, charge and spin = 407.24 kJ/mol

***

This record from the Open Molecules 2025 dataset describes a 2-piece molecular cluster, C5H12O overall in a non-equilibrium geometry. The level of theory is ωB97M-V/def2-TZVPD.

Last column: Mulliken charge in e.
Geometry (Å):
1 C 0.339 -0.635 -1.930  -1.00
2 C 0.052 0.293 -1.032  0.98
3 C 0.419 1.751 -1.239  -1.38
4 C -0.791 0.005 0.168  -0.48
5 C -0.893 -1.399 0.747  -1.01
6 H 0.812 -0.485 -2.898  0.31
7 H -0.093 -1.641 -1.968  0.18
8 H 0.265 2.343 -0.335  0.33
9 H 1.472 1.823 -1.503  0.39
10 H -0.242 2.135 -2.022  0.30
11 H -1.717 0.604 0.095  0.36
12 H -0.450 0.621 1.011  0.10
13 H 0.046 -1.607 1.245  0.28
14 H -1.655 -1.633 1.492  0.34
15 H -0.988 -2.114 -0.059  0.28
16 O 1.328 -0.269 3.008  -0.65
17 H 0.554 0.296 3.136  0.33
18 H 1.541 -0.088 2.083  0.32

Results
LUMO = 0.80 eV
calculated total energy = -7426.0096 eV
net charge = 0
E_HOMO = -9.37 eV
energy above the lowest of the compared OMol25 structures with the same formula, charge and spin = 125.60 kJ/mol

***

This record from the Open Molecules 2025 dataset describes C5H12O as an isolated structure. The level of theory is ωB97M-V/def2-TZVPD.

Last column: Mulliken charge in e.
Geometry (Å):
1 C -1.394 0.640 -1.177  -1.42
2 C -0.569 -0.228 -0.216  0.84
3 C -1.490 -0.946 0.778  -1.49
4 C 0.525 0.548 0.509  -0.64
5 C 1.759 0.800 -0.142  -0.55
6 O 2.645 -0.622 0.741  -0.70
7 H -0.756 1.121 -1.929  0.32
8 H -1.921 1.433 -0.632  0.34
9 H -2.146 0.042 -1.708  0.40
10 H -0.072 -1.006 -0.820  0.13
11 H -2.014 -0.223 1.417  0.34
12 H -0.925 -1.620 1.433  0.36
13 H -2.252 -1.537 0.255  0.40
14 H 0.193 1.281 1.249  0.39
15 H 1.459 -0.362 1.070  0.43
16 H 2.416 1.604 0.187  0.26
17 H 1.928 0.476 -1.169  0.27
18 H 2.613 -1.398 0.154  0.33

Results
LUMO = 0.97 eV
calculated total energy = -7424.0052 eV
net charge = 0
E_HOMO = -8.34 eV
energy above the lowest of the compared OMol25 structures with the same formula, charge and spin = 318.99 kJ/mol

***

This record from the Open Molecules 2025 dataset describes C5H12O in the gas phase. The level of theory is ωB97M-V/def2-TZVPD.

Last column: Mulliken charge in e.
Geometry (Å):
1 C -1.824 -0.693 0.821  -0.69
2 O -0.488 -0.377 1.125  -0.42
3 C 0.338 0.083 0.050  1.64
4 C 0.725 -1.090 -0.857  -1.46
5 C -0.340 1.186 -0.769  -1.65
6 C 1.571 0.646 0.752  -1.61
7 H -2.211 -1.254 1.676  0.27
8 H -1.923 -1.321 -0.076  0.28
9 H -2.444 0.206 0.685  0.25
10 H -0.162 -1.598 -1.251  0.33
11 H 1.311 -0.739 -1.714  0.36
12 H 1.321 -1.824 -0.303  0.36
13 H -1.153 0.799 -1.394  0.37
14 H -0.743 1.964 -0.111  0.39
15 H 0.394 1.651 -1.435  0.43
16 H 1.274 1.447 1.436  0.38
17 H 2.067 -0.135 1.337  0.38
18 H 2.286 1.049 0.027  0.38

Results
LUMO = 0.96 eV
calculated total energy = -7426.8541 eV
net charge = 0
E_HOMO = -9.66 eV
energy above the lowest of the compared OMol25 structures with the same formula, charge and spin = 44.11 kJ/mol

***

This record from the Open Molecules 2025 dataset describes a 2-piece molecular cluster, C5H12O overall. The level of theory is ωB97M-V/def2-TZVPD.

Last column: Mulliken charge in e.
Geometry (Å):
1 C 1.865 -1.437 0.208  -1.49
2 C 1.146 -0.287 -0.464  0.36
3 C -0.344 -0.388 -0.860  -0.96
4 C -0.446 1.131 -0.549  -0.60
5 C 0.768 0.948 0.373  -0.73
6 H 1.314 -1.786 1.089  0.32
7 H 2.856 -1.111 0.542  0.36
8 H 2.002 -2.288 -0.467  0.37
9 H 1.703 0.045 -1.349  0.27
10 H -0.590 -0.751 -1.864  0.36
11 H -0.889 -0.991 -0.120  0.40
12 H -0.185 1.715 -1.438  0.17
13 H -1.363 1.534 -0.114  0.57
14 H 0.429 0.630 1.367  0.26
15 H 1.488 1.764 0.482  0.32
16 O -3.426 0.572 -0.874  -0.68
17 H -2.603 0.081 -0.756  0.37
18 H -3.192 1.227 -1.542  0.32

Results
LUMO = 1.01 eV
calculated total energy = -7426.3505 eV
net charge = 0
E_HOMO = -10.84 eV
energy above the lowest of the compared OMol25 structures with the same formula, charge and spin = 92.71 kJ/mol

***

This record from the Open Molecules 2025 dataset describes a 3-piece molecular cluster, C5H12O overall in a non-equilibrium geometry. The level of theory is ωB97M-V/def2-TZVPD.

Last column: Mulliken charge in e.
Geometry (Å):
1 C 0.056 -0.038 1.633  -0.02
2 C 0.291 -0.317 -0.886  -0.54
3 C -0.835 -0.639 -0.125  -0.51
4 C 0.622 1.357 1.736  -1.21
5 C -0.747 -0.313 -2.664  -1.06
6 O 0.929 -1.047 2.058  -0.52
7 H 1.783 -0.922 1.628  0.35
8 H -0.848 -0.151 2.233  0.37
9 H 0.765 0.655 -0.941  0.31
10 H 1.006 -1.116 -1.054  0.24
11 H -0.992 -1.686 0.107  0.27
12 H -1.741 -0.048 -0.187  0.32
13 H 1.507 1.477 1.105  0.33
14 H -0.118 2.093 1.421  0.32
15 H 0.918 1.592 2.766  0.35
16 H -1.568 0.398 -2.637  0.35
17 H 0.044 0.032 -3.324  0.33
18 H -1.073 -1.329 -2.869  0.33

Results
LUMO = 0.99 eV
calculated total energy = -7423.0951 eV
net charge = 0
E_HOMO = -7.35 eV
energy above the lowest of the compared OMol25 structures with the same formula, charge and spin = 406.80 kJ/mol

***

This record from the Open Molecules 2025 dataset describes a 2-piece molecular cluster, C5H12O overall. The level of theory is ωB97M-V/def2-TZVPD.

Last column: Mulliken charge in e.
Geometry (Å):
1 C 0.521 2.406 0.509  -0.89
2 C 0.227 1.181 0.081  0.69
3 O -0.798 1.007 -0.810  -0.55
4 C 1.047 -0.035 0.425  -0.53
5 C 1.754 -0.553 -0.831  -1.03
6 H 1.330 2.555 1.214  0.25
7 H -0.024 3.269 0.143  0.29
8 H -0.900 0.069 -1.015  0.30
9 H 1.785 0.250 1.180  0.31
10 H 0.432 -0.826 0.874  0.15
11 H 1.034 -0.869 -1.596  0.31
12 H 2.405 -1.403 -0.612  0.34
13 H 2.356 0.253 -1.263  0.32
14 C -2.258 -1.519 0.334  -1.03
15 H -2.879 -2.175 0.946  0.31
16 H -1.252 -1.945 0.272  0.20
17 H -2.690 -1.447 -0.669  0.28
18 H -2.217 -0.525 0.783  0.27

Results
LUMO = 0.87 eV
calculated total energy = -7426.4245 eV
net charge = 0
E_HOMO = -8.71 eV
energy above the lowest of the compared OMol25 structures with the same formula, charge and spin = 85.57 kJ/mol

***

This record from the Open Molecules 2025 dataset describes C5H12O in the gas phase. The level of theory is ωB97M-V/def2-TZVPD.

Last column: Mulliken charge in e.
Geometry (Å):
1 C 2.134 -0.495 1.774  -1.25
2 C 1.450 -0.538 0.409  -0.31
3 C 0.222 0.366 0.322  -0.37
4 C -0.372 0.384 -1.084  -0.64
5 O -1.563 1.141 -1.146  -0.35
6 C -2.722 0.353 -1.211  -0.68
7 H 2.479 0.519 2.011  0.32
8 H 3.004 -1.159 1.803  0.36
9 H 1.447 -0.807 2.569  0.32
10 H 1.152 -1.572 0.181  0.31
11 H 2.171 -0.250 -0.369  0.29
12 H -0.542 0.034 1.038  0.25
13 H 0.487 1.394 0.604  0.26
14 H 0.343 0.835 -1.783  0.30
15 H -0.552 -0.648 -1.425  0.37
16 H -3.581 1.026 -1.193  0.25
17 H -2.805 -0.343 -0.361  0.29
18 H -2.752 -0.239 -2.140  0.29

Results
LUMO = 1.14 eV
calculated total energy = -7426.5721 eV
net charge = 0
E_HOMO = -9.62 eV
energy above the lowest of the compared OMol25 structures with the same formula, charge and spin = 71.32 kJ/mol

***

Look up the calculated total energy of the third one. -17704.3418 eV

***

Repeat the third record exactly.
This record from the Open Molecules 2025 dataset describes an isolated ion of composition C5H12NS and charge -1 in a non-equilibrium geometry. The level of theory is ωB97M-V/def2-TZVPD.

Last column: Mulliken charge in e.
Geometry (Å):
1 C 1.712 -2.111 -1.328  -0.96
2 C 1.761 -2.324 0.253  -0.57
3 N 1.529 -1.157 1.124  -0.31
4 C 0.218 -0.464 1.140  -0.73
5 C -0.043 0.530 -0.026  -0.03
6 C -1.528 0.907 -0.191  -0.85
7 S -2.011 2.669 -0.175  -0.66
8 H 2.110 -1.113 -1.548  0.26
9 H 0.684 -2.188 -1.668  0.26
10 H 2.235 -2.886 -1.907  0.35
11 H 0.858 -2.921 0.371  0.27
12 H 2.654 -2.810 0.626  0.40
13 H 2.401 -0.637 1.110  0.22
14 H 0.038 -0.312 2.190  0.34
15 H -0.523 -1.229 0.748  0.25
16 H 0.156 0.036 -0.968  -0.06
17 H 0.578 1.429 -0.015  0.38
18 H -2.016 0.369 -1.013  0.27
19 H -1.960 0.373 0.686  0.17

Results
LUMO = 3.40 eV
calculated total energy = -17704.3418 eV
net charge = -1
E_HOMO = -2.19 eV
energy above the lowest of the compared OMol25 structures with the same formula, charge and spin = 139.80 kJ/mol